i.
# CHN3O3

2 unconnected molecules or ions with the total composition CHN3O3 (ωB97M-V with the def2-TZVPD basis set, the OMol25 dataset).

```
! wB97M-V def2-TZVPD RIJCOSX def2/J DEFGRID3
* xyz 0 1
C -1.84511 0.59591 -0.02560
N -2.57904 1.42189 -0.37941
N -1.05815 -0.26644 0.49146
N 1.58878 -0.22362 -0.03917
O 1.22066 -1.34417 -0.22370
O 2.69140 0.21806 -0.13898
O 0.71238 0.70107 0.30582
H -0.73093 -1.10270 0.00959
*
```

As for the frontier orbital gap (spin up / spin down): 8.2 / 8.1 eV. For the HOMO energy (spin up / spin down), the calculation gives -11.616 / -11.603 eV. The value obtained for the LUMO energy (spin up / spin down) is -3.38 / -3.50 eV.



ii.
# CHN3O3

2 unconnected molecules or ions with the total composition CHN3O3 (ωB97M-V with the def2-TZVPD basis set, the OMol25 dataset).

```
! wB97M-V def2-TZVPD RIJCOSX def2/J DEFGRID3
* xyz 0 1
C -1.84526 -0.85828 -0.03784
N -2.65109 -1.50845 -0.42913
N 0.34313 0.03632 0.85426
N 0.31139 1.07737 -0.11287
O -0.40989 1.94296 0.23217
O 1.13594 1.06209 -0.94780
O 1.31316 -0.79976 0.66132
H 1.80262 -0.95224 -0.22011
*
```

As for the frontier orbital gap (spin up / spin down): 7.6 / 9.6 eV. For the HOMO energy (spin up / spin down), the calculation gives -11.386 / -12.458 eV. The value obtained for the LUMO energy (spin up / spin down) is -3.77 / -2.87 eV.



Short version: ii is the least stable of them.